Entry 1:
{"formula": "C2H7FN", "method": "ωB97M-V/def2-TZVPD", "smiles": "[NH3+]CCF", "homo_ev": -17.011, "homo_lumo_gap_ev": 12.920, "total_charge": 1, "species": ["F", "N", "C", "C", "H", "H", "H", "H", "H", "H", "H"], "coordinates": [[-0.48207, -0.07886, -1.92170], [0.02268, -0.98083, 0.86229], [-0.43816, 0.82291, -0.89216], [0.61160, 0.30529, 0.11720], [0.09580, -1.51154, -0.01954], [1.63826, 0.06645, -0.25919], [-0.30024, 1.79220, -1.31326], [-0.94529, -0.86195, 1.25649], [0.77461, 1.14580, 0.73486], [-1.43403, 0.66796, -0.31365], [0.45683, -1.36743, 1.74866]], "forces_ev_per_a": [[-0.1, -0.5, -0.6], [0.1, 1.5, 0.2], [-1.3, -3.0, 1.8], [0.4, 0.7, 0.0], [-0.7, -1.3, 1.2], [-1.2, -0.4, 0.0], [0.3, 0.8, 0.2], [0.6, 0.1, -1.5], [0.0, 0.5, 1.6], [1.2, 1.1, -1.1], [0.7, 0.4, -1.9]], "mulliken_charge": [-0.26, -0.38, -0.17, -0.54, 0.39, 0.33, 0.34, 0.36, 0.37, 0.22, 0.35]}

***

Entry 2:
{"formula": "C6H3F6NO2", "method": "ωB97M-V/def2-TZVPD", "smiles": "F[C@@H]1C=CN(F)C(F)(F)C1(F)F.O=C=O", "homo_ev": -10.525, "homo_lumo_gap_ev": 10.929, "species": ["F", "F", "F", "F", "F", "F", "O", "O", "N", "C", "C", "C", "C", "C", "C", "H", "H", "H"], "coordinates": [[0.59430, -1.83716, 2.50253], [2.69966, -0.56520, 1.00316], [-1.22740, -3.31847, 0.64094], [1.23251, -3.22273, 0.90634], [-2.80538, -0.87235, 0.54317], [-0.67301, -1.94885, -0.91555], [-2.40472, -0.10072, -1.91227], [-3.40128, -1.77655, -3.11250], [-1.53081, -1.04104, 1.04252], [0.63213, -2.03449, 1.06574], [1.42297, -0.84518, 0.42877], [-0.77539, -2.10426, 0.42520], [-0.66003, 0.42631, 0.71356], [-2.88102, -0.98579, -2.49648], [0.66998, 0.37985, 0.63657], [-1.25873, 1.37252, 0.82076], [1.54197, -0.86727, -0.71744], [1.22011, 1.27057, 0.71547]], "forces_ev_per_a": [[-0.3, -0.2, -3.0], [-1.2, -1.3, -0.5], [-1.1, -0.6, 0.2], [0.0, 0.3, -0.3], [-0.1, -0.6, -0.4], [0.3, -0.3, -0.4], [0.1, -0.1, -0.2], [-1.3, -2.6, -1.6], [2.5, 3.5, 0.0], [2.0, 0.8, 1.8], [1.3, 0.3, -0.7], [-0.1, 1.2, 0.6], [-1.3, -1.9, 1.3], [1.1, 3.0, 1.5], [-3.1, -0.1, 0.3], [0.4, -1.6, -0.1], [0.2, -1.0, 1.7], [0.6, 1.1, -0.2]], "mulliken_charge": [-0.30, -0.35, -0.28, -0.29, -0.18, -0.30, -0.39, -0.34, -0.12, 0.47, 0.33, 0.75, -0.34, 0.74, -0.56, 0.39, 0.26, 0.50]}

***

Entry 3:
{"formula": "C3H8NP", "method": "ωB97M-V/def2-TZVPD", "smiles": "C/N=C(/C)P", "homo_ev": [-8.491, -8.386], "homo_lumo_gap_ev": [8.668, 8.581], "species": ["P", "N", "C", "C", "C", "H", "H", "H", "H", "H", "H", "H", "H"], "coordinates": [[-1.32075, -1.06373, 0.45464], [1.25233, 0.28864, -0.06898], [1.76567, -1.02629, 0.14598], [-0.34890, 0.32059, 0.02085], [-0.82706, 1.73660, -0.01179], [-0.80844, -1.87589, -0.44150], [-1.07242, 2.27604, 0.86456], [-0.03809, 2.27374, -0.64551], [2.85354, -1.09172, 0.22304], [-1.79607, 1.74051, -0.51972], [1.16093, -1.48005, 0.92990], [1.60131, -1.57837, -0.74845], [-2.42205, -0.52009, -0.20303]], "forces_ev_per_a": [[-0.9, 1.0, 2.3], [-7.9, 1.0, 0.4], [-0.6, 0.0, -0.2], [9.3, 1.6, 0.5], [0.6, -0.2, -3.0], [0.6, -1.8, -2.0], [0.5, 0.1, 1.5], [-1.3, -0.4, 1.1], [-0.2, 0.4, 0.8], [0.1, 0.2, -0.5], [0.8, -0.7, 0.5], [-0.4, -1.0, -1.0], [-0.5, -0.4, -0.4]], "mulliken_charge": [-0.08, -0.42, -0.82, 0.44, -0.94, 0.03, 0.30, 0.26, 0.28, 0.32, 0.26, 0.33, 0.03]}

***

Entry 4:
{"formula": "C4H20BO18", "method": "ωB97M-V/def2-TZVPD", "homo_ev": -7.997, "homo_lumo_gap_ev": 9.608, "total_charge": -1, "species": ["O", "O", "O", "O", "O", "O", "O", "O", "O", "O", "O", "O", "O", "O", "O", "O", "O", "O", "C", "C", "C", "C", "B", "H", "H", "H", "H", "H", "H", "H", "H", "H", "H", "H", "H", "H", "H", "H", "H", "H", "H", "H", "H"], "coordinates": [[-15.86789, -1.48377, 23.02764], [-17.09632, 0.78060, 26.08302], [-13.76037, -0.51998, 24.97234], [-18.41624, -4.93083, 22.50399], [-20.42801, -9.39278, 22.53804], [-16.19241, -3.84170, 22.87219], [-15.88570, -10.45157, 24.39663], [-17.74376, -1.79255, 25.22811], [-19.63311, -6.78522, 21.97704], [-12.82785, -3.03009, 23.07702], [-19.40671, -4.12897, 26.97629], [-17.67956, -4.04262, 24.66384], [-15.43349, -5.12198, 20.48695], [-16.68399, -6.02721, 23.65416], [-14.38214, -8.95529, 21.54431], [-17.27157, -8.15966, 23.18154], [-21.63508, -4.36952, 22.05653], [-18.11513, -0.68665, 21.44338], [-16.36443, -2.56291, 23.35646], [-18.65513, -6.21518, 22.52084], [-17.45083, -6.91181, 23.19856], [-17.34371, -2.75462, 24.56735], [-17.27991, -4.67791, 23.42276], [-17.61873, -0.43389, 20.66497], [-19.11436, -4.54847, 27.78548], [-15.91352, -4.88345, 21.27998], [-16.20494, 1.12917, 26.09658], [-18.62020, -3.71206, 26.62439], [-14.61406, -0.58013, 24.54357], [-17.51421, -0.53144, 22.17211], [-20.48642, -8.46632, 22.77151], [-15.75928, -4.51901, 19.81872], [-21.10798, -3.60920, 21.81095], [-16.63768, -10.99116, 24.15251], [-14.97032, -8.25709, 21.83205], [-13.57324, -2.52582, 23.40312], [-14.94323, -9.55365, 21.05097], [-16.99787, -0.11792, 25.76805], [-20.60500, -9.85793, 23.35568], [-12.40983, -2.45392, 22.43709], [-15.87994, -9.74282, 23.75331], [-13.91413, 0.03593, 25.73624], [-21.23485, -5.10096, 21.58638]], "forces_ev_per_a": [[-0.7, -3.0, 0.5], [0.1, 0.5, 0.2], [0.3, 0.0, 0.0], [0.4, 0.7, 0.5], [-0.3, -0.6, 0.0], [-0.6, 3.0, 0.0], [0.3, -0.5, 0.4], [0.9, -2.8, -1.0], [3.0, 2.1, 1.8], [0.2, -0.3, 0.0], [-0.3, -0.1, 0.2], [0.0, 1.8, 0.1], [0.1, -0.5, -0.4], [1.3, 2.1, 1.1], [0.3, -0.2, 0.0], [-0.4, 4.0, 0.1], [-0.4, 0.2, 0.1], [-0.5, 0.0, -0.1], [0.5, -0.4, -0.1], [-3.0, -2.5, -2.2], [-1.4, -5.9, -1.3], [-0.9, 2.1, 0.5], [1.0, -0.9, -0.1], [0.1, 0.0, -0.2], [0.0, -0.1, 0.2], [0.2, 0.3, 0.2], [0.1, 0.2, 0.0], [0.1, 0.1, -0.2], [-0.4, 0.0, -0.4], [0.2, 0.1, 0.3], [0.3, 0.5, -0.2], [-0.1, 0.1, -0.1], [0.2, 0.2, 0.0], [-0.2, 0.0, -0.1], [-0.2, 0.3, 0.1], [-0.1, 0.2, 0.1], [-0.2, -0.1, -0.1], [-0.3, -0.5, -0.2], [0.0, -0.2, 0.2], [0.1, 0.1, -0.1], [-0.1, 0.4, -0.2], [0.1, 0.1, 0.2], [0.3, -0.4, 0.0]], "mulliken_charge": [-0.74, -0.62, -0.61, -0.38, -0.59, -0.53, -0.65, -0.72, -0.72, -0.61, -0.59, -0.56, -0.65, -0.57, -0.65, -0.62, -0.63, -0.63, 0.35, 0.69, 0.55, 0.80, 1.39, 0.30, 0.27, 0.41, 0.28, 0.33, 0.30, 0.29, 0.33, 0.26, 0.31, 0.29, 0.31, 0.30, 0.32, 0.41, 0.29, 0.29, 0.39, 0.29, 0.32]}

***

Q: Which energy above the lowest of the compared OMol25 structures with the same formula, charge and spin values were calculated for the entries above? A: 0.000; 0.431; 3.002; 1.734, in eV.
Q: Which energy values were calculated for the entries above? A: -234.71939; -1034.75686; -515.07004; -1543.91382, in Ha.
Q: Which F_max values were calculated for the entries above? A: 3.74; 4.31; 9.47; 6.21, in eV/A.